# 1
{"formula": "C31H60BF9N6O3", "method": "wB97M-V/def2-TZVPD", "e_homo_ha": [-0.3901, -0.4208], "charge": 1, "fmax_ev_per_a": 2.614, "multiplicity": 2, "homo_lumo_gap_ev": [6.912, 7.749], "symbols": ["C", "C", "C", "C", "C", "C", "C", "C", "C", "C", "N", "C", "C", "C", "C", "N", "C", "N", "C", "F", "F", "C", "F", "F", "C", "F", "F", "C", "F", "F", "F", "N", "N", "C", "C", "C", "B", "O", "O", "H", "H", "H", "H", "H", "H", "H", "H", "H", "H", "H", "H", "H", "H", "H", "H", "H", "H", "H", "H", "H", "H", "H", "H", "H", "H", "H", "H", "H", "H", "H", "H", "H", "H", "H", "H", "H", "H", "H", "H", "H", "H", "C", "C", "C", "C", "C", "C", "N", "O", "C", "C", "C", "H", "H", "H", "H", "H", "H", "H", "H", "H", "H", "H", "H", "H", "H", "H", "H", "H", "H"], "positions_angstrom": [[1.0068, -0.6336, 6.7494], [-0.2759, 0.2528, 6.6983], [-0.3944, 0.8860, 5.3055], [-1.7283, 1.6899, 5.1266], [-2.6226, 0.9782, 4.0868], [-2.6214, 1.6427, 2.6963], [-1.2270, 2.0912, 2.1810], [-0.7916, 1.4070, 0.8686], [-0.1929, 0.0028, 1.0996], [1.3278, -0.1679, 0.8325], [1.8599, 0.5281, -0.3457], [1.5800, -0.1489, -1.6409], [0.1442, 0.0531, -2.1520], [-0.0572, -0.4906, -3.6006], [0.8487, -1.6830, -3.9462], [2.1659, -1.2580, -4.4641], [2.5455, 1.6045, -0.3001], [3.0901, 2.2089, -1.4512], [2.1983, 2.9427, -2.2851], [1.9425, 2.2113, -3.4039], [1.0117, 3.1901, -1.7411], [2.7966, 4.2780, -2.7783], [2.6408, 5.1606, -1.7909], [4.1109, 4.1807, -2.9577], [2.2057, 4.8563, -4.0963], [2.6183, 4.2013, -5.1509], [2.7328, 6.0720, -4.2033], [0.6646, 5.0576, -4.1434], [0.2213, 5.5997, -3.0435], [0.0050, 3.9635, -4.4156], [0.4237, 5.9195, -5.1048], [2.8639, 2.1703, 0.9473], [4.2724, 1.8978, 1.2269], [4.4089, 1.1086, 2.4716], [5.8980, 1.1176, 2.8429], [6.7916, 0.5340, 1.7219], [2.5168, 3.6150, 1.0996], [1.2359, 4.0770, 1.2407], [3.5454, 4.5415, 1.1527], [1.7233, -0.2147, 7.4547], [1.4684, -0.6314, 5.7574], [0.7693, -1.6708, 6.9823], [-1.1568, -0.3673, 6.8689], [-0.2085, 1.0459, 7.4434], [0.4617, 1.5399, 5.0937], [-0.3335, 0.0897, 4.5568], [-1.4408, 2.6682, 4.7340], [-2.2144, 1.8328, 6.0896], [-2.3936, -0.0831, 3.9605], [-3.6533, 1.0333, 4.4534], [-3.2699, 2.5208, 2.7206], [-3.0522, 0.9897, 1.9304], [-1.2886, 3.1583, 1.9574], [-0.4159, 1.9601, 2.9059], [-1.6973, 1.2781, 0.2708], [-0.0865, 2.0701, 0.3722], [-0.3350, -0.2202, 2.1623], [-0.7338, -0.7914, 0.5751], [1.4794, -1.2297, 0.6312], [1.8693, 0.0389, 1.7482], [2.3482, 0.0799, -2.3704], [1.6920, -1.2164, -1.4542], [-0.1961, 1.0877, -2.1486], [-0.5407, -0.5198, -1.5252], [-1.0988, -0.8175, -3.6474], [0.0710, 0.2957, -4.3485], [0.9281, -2.3593, -3.0893], [0.3646, -2.2478, -4.7470], [2.3025, -1.5630, -5.4170], [2.2165, -0.2480, -4.4335], [3.9276, 2.7339, -1.2103], [4.5662, 1.2421, 0.5034], [3.8125, 1.5368, 3.2779], [4.0914, 0.0622, 2.3512], [6.0270, 0.5525, 3.7637], [6.1638, 2.1674, 2.9691], [7.3277, 1.3330, 1.2113], [6.1987, 0.0342, 0.9447], [7.5059, -0.2002, 2.0877], [1.0334, 4.1581, 2.1865], [3.8503, 4.7651, 0.2621], [-4.4244, -4.0918, 0.3147], [-3.2636, -3.4815, -0.5175], [-3.7060, -2.1453, -1.1300], [-4.6636, -2.2961, -2.3080], [-4.0797, -3.2429, -3.3527], [-3.6733, -4.5988, -2.7696], [-2.8166, -4.4550, -1.5545], [-1.6181, -4.1355, -1.9295], [-4.9461, -5.4056, -2.4386], [-2.9728, -5.4201, -3.8521], [-2.1579, -3.1913, 0.4931], [-4.2508, -3.9816, 1.3855], [-5.3853, -3.6209, 0.1042], [-4.5275, -5.1628, 0.1504], [-2.8225, -1.5933, -1.4779], [-4.1692, -1.5240, -0.3592], [-5.6389, -2.6523, -1.9671], [-4.8409, -1.3176, -2.7598], [-4.8038, -3.3905, -4.1562], [-3.2072, -2.7640, -3.8126], [-4.6944, -6.3438, -1.9417], [-5.4833, -5.6543, -3.3536], [-5.6518, -4.8653, -1.8102], [-2.1108, -4.9036, -4.2732], [-3.6591, -5.6111, -4.6772], [-2.6413, -6.3845, -3.4640], [-1.7800, -4.1076, 0.9497], [-2.5378, -2.5539, 1.2937], [-1.3186, -2.6570, 0.0464]], "lowdin_charge": [-0.099, -0.245, -0.247, -0.181, -0.202, -0.179, -0.200, -0.177, -0.130, -0.070, 0.072, -0.088, -0.145, -0.162, -0.265, 0.004, -0.229, 0.236, -0.461, 0.134, 0.183, -0.366, 0.179, 0.187, -0.392, 0.210, 0.189, -0.621, 0.221, 0.213, 0.212, 0.075, 0.028, -0.211, -0.219, -0.094, -0.697, 0.182, 0.174, 0.067, 0.052, 0.067, 0.108, 0.106, 0.102, 0.084, 0.099, 0.107, 0.102, 0.106, 0.111, 0.101, 0.105, 0.091, 0.112, 0.077, 0.109, 0.070, 0.137, 0.113, 0.109, 0.131, 0.105, 0.090, 0.102, 0.110, 0.102, 0.113, 0.071, 0.039, 0.159, 0.104, 0.122, 0.112, 0.109, 0.109, 0.074, 0.061, 0.074, 0.130, 0.100, -0.020, -0.473, -0.137, -0.170, -0.133, -0.492, -0.074, -0.028, -0.036, -0.040, -0.051, 0.080, 0.081, 0.079, 0.106, 0.125, 0.106, 0.115, 0.128, 0.116, 0.094, 0.090, 0.065, 0.075, 0.090, 0.095, 0.100, 0.086, 0.049]}

***

# 2
{"formula": "C31H60Cl2N6O12P2SSn", "method": "wB97M-V/def2-TZVPD", "e_homo_ha": -0.3013, "charge": 0, "fmax_ev_per_a": 4.018, "homo_lumo_gap_ev": 8.194, "e_above_lowest_ev": 3.2672, "symbols": ["Sn", "N", "C", "C", "N", "C", "C", "N", "H", "H", "H", "H", "H", "H", "H", "H", "H", "H", "H", "H", "H", "C", "C", "C", "O", "P", "O", "C", "P", "O", "O", "C", "C", "C", "O", "C", "C", "C", "O", "C", "C", "C", "H", "H", "H", "H", "H", "H", "H", "H", "H", "H", "H", "H", "H", "H", "H", "H", "H", "H", "H", "H", "H", "H", "H", "H", "H", "H", "H", "H", "H", "H", "Cl", "C", "Cl", "C", "O", "O", "H", "O", "C", "N", "S", "O", "O", "C", "C", "C", "C", "C", "C", "H", "H", "H", "H", "C", "N", "C", "C", "O", "N", "C", "C", "H", "H", "H", "H", "H", "H", "H", "H", "H", "H", "H", "H"], "positions_angstrom": [[1.1570, 0.0260, 1.2689], [2.0038, -1.3568, 2.7924], [2.4447, -2.6733, 2.4164], [3.1703, -2.5096, 1.0619], [2.4114, -1.7802, 0.0681], [1.6556, -2.7165, -0.7926], [0.8592, -2.0200, -1.8697], [1.4968, -0.8369, -2.4462], [1.3403, -1.5241, 3.5232], [2.8451, -0.7875, 3.1882], [3.1847, -3.0598, 3.1229], [1.6437, -3.4418, 2.2626], [4.1357, -2.0594, 1.2300], [3.4012, -3.5404, 0.6854], [3.0677, -1.3210, -0.5698], [2.3991, -3.3631, -1.2547], [1.0145, -3.3657, -0.2246], [0.5023, -2.6860, -2.7113], [-0.2102, -1.7436, -1.4363], [1.5424, -0.0139, -1.8466], [1.0070, -0.5892, -3.2867], [-4.2622, 3.1066, 1.6182], [-3.3706, 2.6524, 0.4171], [-3.3149, 3.8127, -0.5591], [-4.0702, 1.5419, -0.2738], [-3.3441, 0.0599, -0.4254], [-1.8926, 0.1175, -0.8493], [-3.4766, -0.7869, 1.1479], [-2.3435, -2.1671, 1.4221], [-0.9749, -1.8148, 1.8652], [-2.2406, -3.1780, 0.1639], [-3.1515, -4.3781, -0.0619], [-2.3685, -5.5601, 0.5026], [-3.4923, -4.2537, -1.5572], [-3.2891, -3.0165, 2.4498], [-2.7132, -3.4814, 3.6602], [-3.7292, -4.2793, 4.4291], [-2.2609, -2.2691, 4.5538], [-4.4103, -0.7185, -1.3269], [-5.0644, -0.0394, -2.4275], [-5.9142, -1.1728, -3.1452], [-4.0872, 0.7217, -3.3457], [-3.8934, 4.0710, 1.9698], [-4.4388, 2.3756, 2.4195], [-5.2337, 3.2973, 1.1188], [-2.4063, 2.3082, 0.6836], [-4.3417, 4.2256, -0.6481], [-2.9300, 3.4548, -1.5363], [-2.6534, 4.6224, -0.2592], [-4.5153, -1.1283, 1.2512], [-3.3240, -0.0594, 2.0391], [-4.0970, -4.1629, 0.4533], [-1.2943, -5.4524, 0.3258], [-2.6507, -6.6197, 0.2732], [-2.4713, -5.4838, 1.6595], [-2.5334, -4.3513, -2.1406], [-3.8845, -3.2432, -1.6638], [-4.1261, -5.1185, -1.8929], [-1.8762, -4.1714, 3.3944], [-4.6432, -3.5914, 4.6357], [-3.2430, -4.6226, 5.3434], [-4.1905, -5.0759, 3.8306], [-3.1475, -1.8929, 5.1331], [-1.8502, -1.4592, 3.9350], [-1.4481, -2.5847, 5.1951], [-5.7482, 0.7260, -1.9850], [-5.2365, -1.7963, -3.7488], [-6.6045, -0.6457, -3.8007], [-6.3985, -1.7814, -2.4062], [-3.6368, 0.0171, -4.0640], [-3.2760, 1.1211, -2.7673], [-4.7001, 1.4925, -3.8838], [-1.3974, 3.0868, 5.6368], [-0.2531, 3.1857, 4.2677], [-0.5524, 4.5747, 3.2412], [-0.1653, 1.8590, 3.4617], [-1.2722, 1.3616, 3.1531], [1.0430, 1.5170, 3.1534], [0.7163, 3.3315, 4.7927], [4.0691, 0.0989, 3.3730], [4.3598, 0.6793, 2.2440], [3.5378, 0.7149, 1.1440], [4.3441, 1.4058, -0.1197], [4.6398, 0.3891, -1.1382], [3.8151, 2.6461, -0.6089], [5.8574, 1.7747, 0.8363], [7.0497, 2.3734, 0.4394], [8.0612, 2.5739, 1.4614], [7.8798, 2.2211, 2.7644], [6.6147, 1.7031, 3.1758], [5.7005, 1.3122, 2.1545], [7.1015, 2.8680, -0.5358], [8.9067, 3.1266, 1.0623], [8.6502, 2.3104, 3.5312], [6.3018, 1.3321, 4.1138], [3.9214, 2.0827, -4.0951], [2.5928, 1.9520, -4.7087], [2.2915, 0.8380, -5.6968], [1.4627, 2.4582, -4.0694], [0.3017, 2.0021, -4.2097], [1.6882, 3.5275, -3.2097], [0.6223, 3.7571, -2.1713], [2.5657, 4.6316, -3.4814], [3.8873, 2.2659, -3.0360], [4.4163, 2.9525, -4.6318], [4.4183, 1.1077, -4.3572], [2.7493, -0.1447, -5.4063], [2.7517, 1.1349, -6.5912], [1.2360, 0.6853, -5.6697], [-0.3093, 3.9535, -2.7365], [0.8981, 4.6644, -1.6480], [0.5347, 2.8222, -1.5560], [2.8143, 4.8163, -4.5514], [3.5141, 4.4558, -2.9801], [2.1266, 5.5864, -3.1015]], "lowdin_charge": [1.375, -0.097, -0.218, -0.226, -0.166, -0.216, -0.278, 0.028, 0.091, 0.049, 0.124, 0.127, 0.111, 0.129, 0.081, 0.115, 0.105, 0.128, 0.111, 0.039, 0.053, -0.034, -0.405, -0.047, -0.217, 0.537, -0.308, -0.216, 0.536, -0.346, -0.224, -0.380, -0.037, -0.038, -0.220, -0.484, -0.066, -0.034, -0.212, -0.409, -0.028, -0.039, 0.077, 0.077, 0.081, 0.105, 0.090, 0.084, 0.081, 0.086, 0.118, 0.129, 0.076, 0.092, 0.089, 0.096, 0.057, 0.098, 0.136, 0.118, 0.088, 0.076, 0.099, 0.046, 0.076, 0.137, 0.079, 0.076, 0.064, 0.089, 0.040, 0.106, 0.560, -1.044, 0.599, -0.757, -0.066, -0.211, 0.062, -0.031, -0.420, -0.162, 0.645, -0.322, -0.293, -0.192, -0.013, -0.069, -0.068, 0.039, -0.123, 0.120, 0.104, 0.110, 0.101, -0.056, -0.120, -0.025, -0.497, -0.009, -0.154, -0.023, -0.093, 0.038, 0.093, 0.101, 0.091, 0.057, 0.059, 0.082, 0.072, 0.096, 0.099, 0.064, 0.094]}